ORCA calculation (ωB97M-V/def2-TZVPD) on one molecule with the formula C10H13NO3 at a distorted geometry.

XYZ file:
```
27
Properties=species:S:1:pos:R:3:forces:R:3
C 0.75560 -1.17924 -0.37699 0.5 -0.8 0.4
C 2.03156 -0.50830 -0.11006 0.0 2.3 -1.1
C -0.32972 -0.53299 -0.69981 -0.3 -0.3 -0.8
C 2.07099 0.85674 -0.08548 0.4 -0.7 1.3
C 0.37384 2.68326 -0.06415 -0.1 -0.3 -0.5
C -1.49735 -0.02891 -0.94367 -1.5 -0.3 -0.9
C 0.76074 -2.67534 -0.26916 2.2 -0.6 -1.5
C 3.37362 1.54656 0.32778 -1.4 0.4 -3.6
C -3.54654 1.27289 0.03375 4.9 -1.5 2.2
C -2.41028 0.07848 0.24086 -4.1 1.0 -2.9
N 0.86120 1.59868 -0.11921 1.8 -0.7 0.4
O -0.26987 3.65455 -0.12151 -0.2 0.6 0.3
O 3.14935 -1.29970 -0.14482 1.4 0.1 0.6
O -3.22745 -1.11886 0.34424 0.5 0.9 0.2
H -2.00680 0.16840 -1.94520 1.2 -0.4 1.2
H 1.07282 -3.15003 -1.25062 0.2 0.6 1.1
H 1.40768 -3.03053 0.53541 0.4 0.2 -0.3
H -0.12577 -3.15819 -0.07678 -2.6 -0.4 0.5
H 3.16440 2.62998 0.12896 1.1 -0.8 -0.1
H 3.49357 1.43090 1.34659 0.7 -0.3 2.2
H 4.19033 1.05592 -0.30281 -0.7 1.3 1.0
H -4.19796 0.88125 -0.67016 -1.3 -0.2 -1.4
H -2.86072 2.10436 -0.25588 -1.4 0.0 0.2
H -3.92608 1.27284 1.05507 -0.5 0.8 -0.3
H -1.86605 0.25457 1.09072 1.3 0.3 2.3
H 4.06667 -0.89325 0.02818 -2.7 -0.3 -0.3
H -2.62595 -1.82178 0.12762 0.2 -0.8 -0.1
```
Positions in Å, forces in eV/Å.

DFT total energy in Ha: -669.18935
Largest force on an atom in hartree/bohr: 0.10916
Molecular weight in g/mol: 195.218
Energy above the lowest of the compared OMol25 structures with the same formula, charge and spin in eV: 4.481
E_LUMO in eV: 0.36

Population analysis type Löwdin, resulting atomic charges in e:
1 C -0.199
2 C -0.243
3 C 0.007
4 C -0.220
5 C -0.312
6 C -0.060
7 C -0.032
8 C -0.014
9 C 0.004
10 C -0.377
11 N 0.172
12 O 0.150
13 O 0.029
14 O -0.046
15 H 0.152
16 H 0.115
17 H 0.087
18 H 0.040
19 H 0.096
20 H 0.052
21 H 0.101
22 H 0.040
23 H 0.077
24 H 0.071
25 H 0.101
26 H 0.146
27 H 0.062